1.
Molecular formula: C5H7BrNO
Method: DFT, wB97M-V/def2-TZVPD

The geometry in XYZ format:
```
15
Properties=species:S:1:pos:R:3:forces:R:3:lowdin_spin:R:1
C -1.2006 1.0628 -1.0475 -2.62 3.44 1.65 0.302
C -1.1389 1.5983 0.2385 -3.96 2.14 -3.73 0.292
C -0.4889 -0.0471 -1.3428 4.21 -4.24 1.24 0.663
C -0.3775 1.1853 1.2707 0.96 0.08 2.61 0.467
C 0.9371 -0.3812 0.2157 -1.66 0.84 -4.02 0.028
N 0.9215 -1.8726 0.2460 2.26 -0.18 -0.98 0.007
O 0.3755 0.0948 1.3120 1.38 -1.49 1.16 0.131
Br 2.7766 0.1962 -0.2464 -1.18 -0.26 0.45 0.037
H -2.0230 1.4750 -1.6826 1.14 -0.44 0.15 0.008
H -1.9225 2.4293 0.5149 1.89 -1.60 -0.68 0.002
H -0.2252 -0.6920 -2.2138 -0.40 1.17 0.60 0.036
H -0.5197 1.5572 2.2520 -0.03 0.41 0.66 0.021
H 1.5974 -2.3334 0.9286 -1.29 0.65 -0.47 -0.002
H 1.3350 -2.0795 -0.7028 -0.64 -0.23 1.01 0.000
H -0.0466 -2.1933 0.2574 -0.04 -0.28 0.33 0.009
```
Positions in Å, forces in eV/Å.

Values from the calculation:
- ΔE to the lowest compared entry with this formula, charge and spin: 0.00 kJ/mol
- Total charge: +1
- Expectation value of S²: 2.014
- Frontier orbital gap (spin up / spin down): 0.233 / 0.278 Ha
- Spin multiplicity: 3
- HOMO (spin up / spin down): -10.15 / -13.91 eV

***

2.
Molecular formula: C5H7BrS
Method: DFT, wB97M-V/def2-TZVPD

The geometry in XYZ format:
```
14
Properties=species:S:1:pos:R:3:forces:R:3:nbo_charge:R:1
C 2.2162 0.2636 0.0395 -1.36 -0.45 0.57 -0.321
C -1.3063 -0.5663 -0.1181 1.82 -0.45 0.84 -0.499
C 1.9145 1.5509 -0.0102 -0.30 -1.13 -0.06 -0.355
C 0.4175 1.6051 0.1407 -1.37 1.53 -0.33 -0.552
C -1.8167 -1.9609 0.1081 -1.91 2.38 0.80 -0.644
S 0.1182 -0.1516 0.6139 0.54 0.21 -0.77 0.739
Br 3.9070 -0.4656 -0.0217 0.69 -0.34 -0.27 0.068
H -1.8110 0.1136 -0.7721 0.08 0.01 -0.74 0.218
H 2.5962 2.2385 -0.4650 0.00 1.11 0.39 0.221
H -0.1548 2.1608 0.9395 1.23 -0.01 -0.60 0.226
H 0.0184 2.0031 -0.8422 -0.24 -1.09 0.97 0.231
H -1.3880 -2.5000 0.9537 -0.32 0.39 0.24 0.226
H -1.8017 -2.6027 -0.7055 0.59 -1.11 -1.92 0.219
H -2.9094 -1.6884 0.1394 0.54 -1.06 0.88 0.222
```
Positions in Å, forces in eV/Å.

Values from the calculation:
- ΔE to the lowest compared entry with this formula, charge and spin: 352.77 kJ/mol
- Total charge: 0
- Frontier orbital gap (spin up / spin down): 0.271 / 0.272 Ha
- HOMO (spin up / spin down): -7.25 / -7.25 eV

***

3.
Molecular formula: C5H7Cl
Method: DFT, wB97M-V/def2-TZVPD

The geometry in XYZ format:
```
13
Properties=species:S:1:pos:R:3:forces:R:3:nbo_charge:R:1
C -1.4006 2.3197 0.0879 -0.87 0.26 -0.09 -0.704
C -0.7166 1.0574 -0.0786 -0.15 -1.10 -1.81 0.012
C -0.3249 0.0273 -0.6014 -0.76 -1.56 2.94 -0.048
C 0.1564 -1.4250 -0.3750 -2.38 2.50 -3.12 -0.490
C 1.2620 -1.5278 0.5051 4.22 -3.14 0.87 -0.392
Cl 2.4122 -0.3016 0.1336 1.80 1.66 -0.44 -0.042
H -1.2627 2.5837 1.1968 -0.95 0.06 -1.65 0.245
H -0.7926 3.0504 -0.5322 -1.26 -0.41 0.71 0.247
H -2.5493 2.1191 -0.3409 3.03 1.16 1.51 0.248
H 0.5413 -1.6129 -1.3400 1.22 -0.39 -1.30 0.232
H -0.5275 -2.2468 -0.4246 -1.30 -0.01 1.11 0.248
H 1.8416 -2.4706 0.1998 -0.99 0.88 0.50 0.212
H 1.3606 -1.5731 1.5696 -1.61 0.10 0.77 0.233
```
Positions in Å, forces in eV/Å.

Values from the calculation:
- ΔE to the lowest compared entry with this formula, charge and spin: 314.34 kJ/mol
- Total charge: 0
- Frontier orbital gap: 0.372 Ha
- HOMO: -9.26 eV
- Structure (SMILES): CC#CCCCl

***

4.
Molecular formula: C5H7ClN2
Method: DFT, wB97M-V/def2-TZVPD

The geometry in XYZ format:
```
15
Properties=species:S:1:pos:R:3:forces:R:3:nbo_charge:R:1
Cl -0.4737 0.1787 2.7245 0.05 -0.01 0.40 -0.050
C 0.0740 0.2685 1.0371 0.25 0.55 -0.20 -0.199
C 1.0526 -0.8612 0.6932 0.86 1.53 -0.10 -0.494
C 1.3663 -0.7292 -0.7793 -1.64 -0.12 -0.66 0.051
N 0.4809 -0.4041 -1.6737 1.73 -0.15 1.05 -0.224
N -0.8312 -0.2868 -1.2482 -0.70 0.54 0.42 -0.249
C -1.3170 1.0851 -1.0151 -0.76 -0.40 -0.30 -0.237
C -1.1266 0.1726 0.1400 0.35 -0.83 -0.49 -0.138
H 0.5760 1.2522 0.9295 -0.21 -0.67 0.07 0.223
H 0.6596 -1.8225 0.9540 -0.32 -0.58 0.16 0.240
H 1.9868 -0.6778 1.2520 -0.37 -0.35 -0.11 0.230
H 2.3762 -0.9477 -1.1018 -0.03 0.18 -0.30 0.197
H -0.5494 1.8417 -1.0964 -0.08 0.24 -0.17 0.204
H -2.3380 1.3296 -1.3951 1.07 -0.23 0.34 0.218
H -1.9365 -0.3989 0.5794 -0.19 0.30 -0.10 0.228
```
Positions in Å, forces in eV/Å.

Values from the calculation:
- ΔE to the lowest compared entry with this formula, charge and spin: 223.32 kJ/mol
- Total charge: 0
- Frontier orbital gap: 0.377 Ha
- HOMO: -9.28 eV
- Structure (SMILES): Cl[C@H]1CC=NN2C[C@H]12

***

5.
Molecular formula: C5H7ClN2O
Method: DFT, wB97M-V/def2-TZVPD

The geometry in XYZ format:
```
16
Properties=species:S:1:pos:R:3:forces:R:3:nbo_charge:R:1
C -0.8418 0.1086 -1.2173 2.64 -0.23 -0.61 -0.637
C -0.9752 0.4215 0.2243 -0.50 -0.68 -2.27 0.098
C -1.9984 0.8377 0.9801 -0.13 0.06 -1.53 0.061
Cl -3.6146 1.1542 0.4243 0.70 -0.02 0.68 0.023
N -1.4401 1.1470 2.1904 -0.67 1.31 3.96 -0.613
C -0.0752 0.8666 2.2132 0.66 -0.43 -1.06 0.752
O 0.7680 1.0091 3.0643 -0.11 0.32 1.01 -0.644
N 0.1675 0.3475 0.9440 1.11 0.34 -0.22 -0.395
C 1.4303 -0.0477 0.2541 -0.36 1.26 1.51 -0.409
H 0.0618 0.6604 -1.7203 -1.67 -0.71 1.16 0.217
H -1.6773 0.4757 -1.7153 -1.64 -0.01 -1.14 0.236
H -0.5833 -0.9718 -1.4019 -0.80 0.92 0.05 0.222
H -1.9174 1.5578 3.0583 1.03 -1.06 -2.13 0.440
H 2.2521 0.1058 0.9310 0.15 -0.74 0.64 0.242
H 1.3056 -1.0072 -0.1755 0.19 -1.27 0.26 0.205
H 1.7461 0.5484 -0.5845 -0.61 0.94 -0.31 0.201
```
Positions in Å, forces in eV/Å.

Values from the calculation:
- ΔE to the lowest compared entry with this formula, charge and spin: 0.00 kJ/mol
- Total charge: 0
- Frontier orbital gap: 0.307 Ha
- HOMO: -7.72 eV
- Structure (SMILES): Cc1c(Cl)[nH]c(=O)n1C

***

6.
Molecular formula: C5H7ClN2O2S
Method: DFT, wB97M-V/def2-TZVPD

The geometry in XYZ format:
```
18
Properties=species:S:1:pos:R:3:forces:R:3:nbo_charge:R:1
N 2.0788 1.7007 0.5412 -4.35 -3.49 -0.03 -1.069
S 0.7012 1.2717 -0.4150 2.21 -0.18 2.21 2.279
O 1.1582 1.1932 -1.7405 0.68 -0.51 -1.68 -0.925
O -0.3521 2.1560 -0.0966 -1.32 0.69 0.77 -0.935
C 0.3808 -0.4586 0.2922 2.64 0.97 0.54 -0.481
C 0.3402 -1.3786 -0.8442 2.63 -2.54 -1.37 -0.240
C -0.8123 -1.5664 -1.4592 -0.21 -0.56 1.36 -0.014
N -1.9199 -0.8291 -1.0329 -0.69 0.52 1.29 -0.448
C -1.9506 -0.3784 0.1711 -0.26 -0.52 -1.47 0.276
Cl -3.3464 0.5233 0.5815 -0.29 0.18 0.46 0.047
C -0.8244 -0.4829 1.1854 -0.56 1.19 1.25 -0.513
H 1.8038 2.1733 1.3349 -0.69 1.24 1.97 0.380
H 2.8179 2.0818 0.1268 3.48 1.82 -2.61 0.388
H 1.3293 -0.6178 0.8485 -0.73 0.11 -0.21 0.273
H 1.2979 -2.0188 -1.1656 -2.25 1.76 0.84 0.237
H -1.0055 -2.4161 -2.0840 -0.07 0.19 -0.76 0.215
H -0.8895 -1.4056 1.8518 0.06 1.01 -1.05 0.263
H -0.8074 0.4524 1.9045 -0.27 -1.88 -1.50 0.268
```
Positions in Å, forces in eV/Å.

Values from the calculation:
- ΔE to the lowest compared entry with this formula, charge and spin: 21.13 kJ/mol
- Total charge: 0
- Frontier orbital gap: 0.346 Ha
- HOMO: -9.25 eV
- Structure (SMILES): NS(=O)(=O)[C@@H]1C=CN=C(Cl)C1